1.
70
Properties=species:S:1:pos:R:3:forces:R:3:mulliken_spin:R:1 method="wB97M-V/def2-TZVPD" multiplicity=6 total_charge=-1 homo_ha="-0.1813 / -0.1757"
Co -0.147554 0.070344 -0.174130 -0.05 0.60 -0.39 2.794
S 1.968400 -0.088839 4.051886 0.19 0.07 0.23 0.769
Sb 0.991619 -1.439305 2.450425 -0.47 0.81 -1.30 0.028
S 1.896361 -0.615248 0.269399 0.11 -0.72 0.68 0.491
S -1.035507 -0.179162 1.876675 0.28 -0.45 0.47 0.353
Cl -0.536120 -3.552182 -0.125484 -0.05 0.03 0.32 0.010
C -0.342387 -3.501900 -1.834742 -0.05 0.24 -0.43 0.012
C 0.164259 -4.633026 -2.452047 0.03 -0.04 0.02 -0.006
C 0.258735 -4.684859 -3.830210 0.00 -0.04 -0.01 0.013
C -0.170896 -3.610188 -4.587621 -0.01 -0.02 -0.14 -0.007
C -0.660571 -2.478461 -3.963192 0.06 -0.05 0.36 -0.002
Cl -1.213854 -1.171117 -4.953847 -0.06 -0.05 -0.23 0.003
C -0.741046 -2.361892 -2.561502 0.12 -0.18 0.05 0.011
S -1.398614 -0.904124 -1.858167 -0.04 0.05 0.19 0.209
H 0.469122 -5.476112 -1.847797 -0.01 0.02 0.04 0.000
H 0.647822 -5.570523 -4.314039 0.01 0.00 -0.01 0.002
H -0.136405 -3.647863 -5.667584 0.01 0.05 -0.01 0.000
C 4.227804 3.784077 -6.511179 -0.01 -0.06 0.09 0.000
C 3.649376 3.448694 -5.162593 0.00 0.01 -0.05 0.000
C 4.253581 3.859181 -3.984747 -0.01 0.00 -0.06 -0.001
C 3.688930 3.585295 -2.745476 -0.05 -0.02 0.09 -0.004
C 4.430105 4.021631 -1.508153 -0.13 0.01 -0.05 0.002
C 2.455842 2.911245 -2.664386 0.02 0.00 -0.04 0.024
As 1.853412 2.553581 -0.798255 0.13 0.31 0.13 0.010
N 0.108556 1.933974 -0.740749 0.12 -0.94 -0.02 0.225
C -1.003433 2.602296 -1.199948 -0.45 0.44 -0.21 -0.030
C -0.941017 3.710593 -2.065258 0.14 -0.23 0.18 0.059
C -2.084326 4.301470 -2.567916 -0.08 0.04 0.02 -0.021
C -3.339906 3.824313 -2.219426 -0.07 0.01 0.01 0.039
C -3.428955 2.745761 -1.348720 -0.10 0.09 -0.05 -0.017
C -2.291364 2.155708 -0.835672 0.31 -0.04 0.04 0.016
C 1.488347 4.346968 0.034460 0.05 0.04 -0.06 0.011
C 1.334902 5.620462 -0.528606 0.02 0.00 0.01 -0.006
C 1.510294 5.978360 -1.986330 -0.02 -0.04 0.09 -0.002
C 1.017181 6.706784 0.292323 0.04 -0.06 0.05 0.001
C 0.865528 6.582675 1.657747 -0.03 0.09 -0.04 0.002
C 0.516745 7.765722 2.520004 0.04 -0.09 -0.01 0.000
C 1.053405 5.325516 2.217656 0.01 0.01 -0.05 -0.002
C 1.363924 4.220759 1.440208 0.04 -0.03 0.00 0.007
C 1.562685 2.901395 2.143260 -0.12 -0.03 -0.07 0.024
C 1.910482 2.376242 -3.842662 -0.12 -0.02 0.02 -0.007
C 0.735090 1.438165 -3.849507 0.12 0.04 0.05 0.012
C 2.501172 2.677449 -5.066819 0.07 0.06 0.09 0.001
H 5.094291 4.438531 -6.419868 0.01 0.00 -0.01 0.000
H 3.479777 4.284695 -7.128014 0.04 0.01 -0.06 0.000
H 4.537319 2.875666 -7.031584 0.01 0.03 -0.06 0.000
H 5.191723 4.403486 -4.024977 0.01 0.02 0.00 0.000
H 5.412071 4.413505 -1.770635 0.02 -0.02 0.02 0.000
H 4.554374 3.173750 -0.829047 0.07 0.06 0.05 -0.002
H 3.884082 4.793226 -0.961740 0.04 0.01 0.03 0.000
H 0.032882 4.073275 -2.353986 -0.04 0.01 -0.11 0.003
H -1.998628 5.141775 -3.247691 0.05 0.01 0.01 0.000
H -4.236254 4.289451 -2.609282 0.01 -0.01 -0.03 0.003
H -4.403692 2.363944 -1.069967 0.03 -0.03 0.06 -0.001
H -2.381978 1.334530 -0.131321 -0.06 0.00 -0.01 -0.004
H 1.801170 5.139960 -2.603531 -0.02 -0.01 -0.09 -0.002
H 2.282237 6.746665 -2.078044 0.00 -0.01 -0.04 0.000
H 0.581401 6.398926 -2.378036 0.01 -0.01 -0.03 0.000
H 0.895057 7.679399 -0.175085 -0.01 0.03 0.02 0.000
H 0.464132 8.678952 1.927857 -0.02 0.02 0.02 0.000
H 1.266642 7.905108 3.301080 -0.02 0.04 0.02 0.000
H -0.446347 7.613071 3.010725 -0.01 0.05 0.01 0.000
H 0.958732 5.203943 3.291861 0.00 -0.04 0.00 -0.005
H 1.464820 3.014893 3.222739 0.01 0.05 0.00 -0.022
H 2.543274 2.475693 1.922887 -0.03 -0.05 0.04 -0.006
H 0.809738 2.178870 1.817493 0.06 -0.07 0.07 0.012
H 0.793466 0.741948 -3.014838 -0.11 -0.05 -0.04 0.001
H 0.717824 0.860906 -4.773230 0.04 0.04 0.03 0.001
H -0.215814 1.963451 -3.768978 -0.06 0.00 0.06 -0.003
H 2.052703 2.280974 -5.972240 -0.03 -0.02 0.00 0.000

***

2.
72
Properties=species:S:1:pos:R:3:forces:R:3:mulliken_spin:R:1 method="wB97M-V/def2-TZVPD" multiplicity=5 total_charge=+2 homo_ha="-0.5318 / -0.5318"
Mn 0.122025 0.050059 -0.186438 -0.14 -0.08 -0.06 3.887
C 2.621892 -0.780743 2.370026 -0.03 0.01 -0.02 -0.003
C 1.573448 0.315350 2.339999 0.09 0.00 -0.01 0.003
C 1.269852 0.898470 3.699596 -0.02 -0.01 -0.02 -0.002
O 0.328050 -0.287415 1.784581 0.05 0.00 0.11 0.006
C 2.010500 1.393995 1.340910 0.04 -0.07 0.13 0.006
O 2.812095 2.233265 1.607029 -0.03 0.03 -0.01 0.006
O 1.463927 1.252447 0.124689 0.02 0.10 -0.07 0.003
H 2.328096 -1.566035 3.065104 -0.01 0.00 0.00 0.002
H 3.569943 -0.355010 2.694783 0.01 0.00 0.01 0.000
H 2.768173 -1.215956 1.379525 0.00 0.00 0.00 -0.005
H 1.048265 0.104677 4.412819 -0.02 0.01 0.01 -0.001
H 0.431493 1.599274 3.651939 0.01 0.00 0.01 0.000
H 2.141681 1.449904 4.046857 0.01 0.00 -0.01 0.000
H -0.422901 0.037046 2.315862 -0.06 -0.01 -0.07 -0.006
N 1.678639 1.873781 -2.545587 0.02 -0.01 -0.02 0.008
C 1.014475 0.840973 -3.034480 0.00 0.03 -0.02 0.011
N 0.965613 0.699279 -4.352704 0.00 -0.02 0.00 -0.003
C 0.290369 -0.337981 -4.829889 0.02 0.05 0.01 0.001
N 0.233622 -0.517836 -6.138923 -0.01 -0.01 -0.01 0.006
N -0.368634 -1.255393 -4.055559 -0.03 -0.02 0.03 0.007
C -0.276946 -1.050370 -2.782822 0.04 -0.02 -0.02 0.005
N 0.393963 -0.039010 -2.172086 -0.01 -0.01 -0.02 -0.026
C -0.949774 -2.002948 -1.865948 -0.01 0.01 0.00 0.007
C -1.650248 -3.104773 -2.310791 0.03 0.00 0.01 0.000
C -2.230475 -3.941111 -1.367815 0.00 0.01 0.01 0.007
C -2.084180 -3.652183 -0.019381 -0.01 0.01 -0.02 -0.005
C -1.364582 -2.530983 0.348178 0.00 0.03 0.00 0.019
N -0.815216 -1.719708 -0.560203 0.01 -0.03 0.00 -0.030
H 2.147860 2.471024 -3.207075 -0.01 0.00 0.00 0.001
H 1.827016 1.987374 -1.551377 0.00 0.01 -0.01 -0.004
H 0.711632 0.121508 -6.752311 0.00 0.00 0.01 0.000
H -0.257292 -1.309795 -6.517246 0.00 0.01 0.00 0.000
H -1.719809 -3.290118 -3.372560 0.00 0.00 0.00 -0.001
H -2.782750 -4.816001 -1.682759 -0.01 -0.01 0.00 0.000
H -2.512274 -4.288222 0.741796 0.00 -0.01 0.00 0.000
H -1.200261 -2.273896 1.386125 -0.01 -0.01 0.00 -0.003
O -1.524782 1.097243 -0.048390 0.01 0.03 0.01 0.064
As -3.001189 1.345401 0.732283 0.01 0.00 -0.02 0.028
C -4.204459 -0.014607 0.157064 0.03 0.00 0.02 0.001
C -5.144631 -0.578116 1.013459 -0.01 0.00 0.04 0.000
C -6.012460 -1.546983 0.528049 0.00 0.01 -0.01 0.000
C -5.942982 -1.937597 -0.802032 0.02 0.01 0.01 0.000
C -5.008086 -1.363502 -1.656233 -0.01 -0.02 0.00 0.000
C -4.132758 -0.401604 -1.179247 0.00 0.00 -0.02 0.003
C -2.703551 1.203873 2.614984 -0.02 -0.04 0.00 0.001
C -2.520329 2.363208 3.361608 -0.01 0.01 0.04 0.000
C -2.240119 2.265432 4.719088 0.00 0.02 -0.03 0.000
C -2.141564 1.020089 5.322789 0.00 -0.02 0.00 0.001
C -2.326257 -0.139456 4.577572 0.01 0.01 0.03 -0.001
C -2.611858 -0.051345 3.222780 0.02 0.00 -0.01 -0.001
C -3.615454 3.082834 0.295587 -0.01 -0.03 0.01 0.009
C -2.694975 4.046576 -0.101268 0.00 0.01 -0.01 0.005
C -3.146582 5.329041 -0.376821 0.04 -0.01 0.00 0.000
C -4.495400 5.632375 -0.253274 -0.04 -0.02 0.01 0.000
C -5.407540 4.660646 0.141397 0.02 0.02 -0.01 0.000
C -4.970779 3.375401 0.418422 0.01 0.01 0.00 -0.003
H -5.211206 -0.267997 2.049871 0.00 0.01 -0.02 0.000
H -6.749796 -1.986382 1.185753 -0.01 0.00 0.01 0.000
H -6.630849 -2.682372 -1.179368 -0.01 0.00 0.00 0.000
H -4.976313 -1.653294 -2.698353 0.01 -0.01 0.00 0.000
H -3.412308 0.061045 -1.844577 0.00 0.00 0.00 -0.001
H -2.608954 3.336924 2.894927 0.00 0.00 0.00 0.000
H -2.107372 3.164748 5.305053 0.00 0.00 0.01 0.000
H -1.932950 0.950727 6.381873 0.00 0.00 0.01 0.000
H -2.270858 -1.107351 5.057827 0.00 -0.01 0.00 0.000
H -2.802740 -0.953943 2.651687 0.00 0.00 -0.01 0.001
H -1.646894 3.793624 -0.204712 -0.01 0.01 0.01 0.000
H -2.445831 6.091209 -0.689268 0.00 0.00 0.00 0.000
H -4.841753 6.633728 -0.470295 0.00 0.01 0.00 0.000
H -6.457474 4.903650 0.228476 0.00 0.00 0.00 0.000
H -5.683136 2.614235 0.715522 0.00 -0.01 0.00 0.000

***

3.
73
Properties=species:S:1:pos:R:3:forces:R:3:mulliken_charge:R:1 method="wB97M-V/def2-TZVPD" total_charge=-1 homo_ha=-0.1474
Ru 0.339681 -0.327012 -0.372409 -1.50 -0.28 0.05 0.173
C 5.843324 -2.336453 1.984725 0.05 0.04 -0.02 -1.270
C 4.979366 -1.303853 1.292354 0.03 -0.07 -0.02 -0.177
O 3.652032 -1.337194 1.832960 0.09 0.13 0.31 -0.151
P 2.450386 -1.976869 0.999935 -0.03 -0.55 -0.05 0.890
S 0.730112 -1.698263 1.909431 0.01 0.15 -0.13 -0.550
S 2.465652 -1.397000 -0.887536 0.11 0.54 0.00 -0.597
O 2.880514 -3.536755 1.088439 0.07 0.08 -0.07 -0.215
C 2.001996 -4.491191 0.464044 -0.01 0.00 0.01 0.039
C 2.736161 -5.806589 0.362163 0.00 -0.02 0.01 -1.521
H 6.859791 -2.300723 1.585435 -0.01 0.00 0.00 0.413
H 5.439052 -3.335635 1.830779 -0.02 -0.01 0.00 0.230
H 5.886927 -2.139591 3.056776 -0.01 -0.02 0.02 0.273
H 4.940487 -1.461017 0.211914 0.00 -0.01 0.04 0.384
H 5.348734 -0.293738 1.469543 0.02 -0.01 -0.05 0.267
H 1.711655 -4.122145 -0.523053 0.00 0.00 -0.01 0.231
H 1.099714 -4.578438 1.073854 0.00 0.00 -0.01 0.302
H 3.633755 -5.699496 -0.247552 0.01 0.01 -0.01 0.325
H 2.091848 -6.553960 -0.102963 -0.02 0.00 0.00 0.409
H 3.027441 -6.165946 1.350216 0.00 0.00 0.01 0.313
Cl -3.786974 -5.319728 1.577726 0.12 0.12 -0.13 -0.292
C -2.816840 -4.259198 0.560512 -0.01 -0.08 0.01 0.169
C -2.176074 -4.778452 -0.558495 -0.08 -0.23 0.04 -0.629
C -1.390882 -3.968035 -1.344737 0.20 0.41 -0.10 0.506
Cl -0.529628 -4.661581 -2.693848 -0.04 0.02 0.06 -0.236
C -1.176800 -2.587832 -1.051576 -0.29 -0.38 0.12 0.190
O -0.332967 -1.850329 -1.660570 0.31 0.00 -0.06 -0.809
C -1.933584 -2.095194 0.047918 -0.45 0.09 -0.02 0.758
C -1.909586 -0.654659 0.349298 0.56 -0.16 0.31 0.063
O -1.841337 0.278976 -0.472400 0.40 0.21 -0.50 -0.572
C -2.694167 -2.920027 0.865775 -0.04 -0.16 -0.07 -0.847
H -2.264281 -5.828243 -0.805966 -0.02 0.01 0.03 0.415
H -2.212383 -0.411237 1.385674 0.17 -0.04 0.05 0.164
H -3.205491 -2.518810 1.732714 0.01 0.09 -0.01 0.386
O 0.411040 1.295302 0.984999 0.50 0.39 0.39 1.176
P 1.034026 2.299770 1.886403 -0.29 -0.01 -0.12 0.072
C 0.373213 2.092708 3.556410 -0.03 -0.04 0.04 0.415
C 0.896763 2.730315 4.678703 0.01 0.02 -0.03 -0.096
C 0.304575 2.551627 5.917393 -0.02 0.00 0.05 -0.777
C -0.810555 1.731598 6.043159 0.02 0.02 0.02 -0.476
C -1.330973 1.090075 4.930683 0.01 0.00 -0.03 -0.648
C -0.740106 1.270465 3.687401 -0.02 0.02 0.06 -0.364
C 0.525901 3.953740 1.368658 0.00 0.05 0.03 0.547
C -0.395018 4.022706 0.330172 0.00 0.01 -0.03 -0.328
C -0.872665 5.257321 -0.087302 0.00 -0.02 -0.01 -0.809
C -0.433193 6.417588 0.528963 0.01 0.04 0.02 -0.481
C 0.485233 6.352563 1.570793 -0.04 0.00 -0.04 -0.767
C 0.960736 5.122049 1.991012 0.04 -0.04 0.02 -0.112
C 2.814213 2.332596 2.093583 0.22 0.07 -0.10 0.389
C 3.409816 1.477971 3.017671 -0.04 0.01 0.01 -0.175
C 4.778173 1.534730 3.231205 -0.01 -0.03 0.00 -1.091
C 5.554594 2.429991 2.511106 0.06 0.03 -0.06 -0.256
C 4.973358 3.253455 1.554785 0.00 -0.05 0.05 -0.884
C 3.605444 3.204704 1.343615 -0.05 -0.05 0.04 -0.396
H 1.780380 3.351423 4.592114 0.00 0.01 -0.01 0.318
H 0.716703 3.043487 6.789403 0.01 0.00 0.00 0.402
H -1.267047 1.588262 7.014295 0.00 0.00 0.01 0.379
H -2.191958 0.441951 5.030254 0.00 -0.01 -0.01 0.451
H -1.121010 0.771103 2.807886 0.00 -0.04 -0.01 0.078
H -0.718303 3.105230 -0.144065 -0.02 -0.03 -0.02 0.103
H -1.582332 5.310613 -0.902298 -0.01 -0.01 -0.01 0.451
H -0.803903 7.379289 0.196925 0.00 0.01 0.00 0.366
H 0.829503 7.259998 2.050004 0.01 0.00 0.01 0.402
H 1.682806 5.075557 2.797906 0.01 -0.01 0.01 0.293
H 2.803781 0.760931 3.557117 0.01 0.00 0.02 0.436
H 5.238325 0.863312 3.944589 0.00 0.00 0.02 0.422
H 6.624419 2.473140 2.676653 0.00 -0.01 0.01 0.388
H 5.586846 3.927704 0.972336 0.00 0.02 -0.01 0.427
H 3.148175 3.834416 0.592038 -0.02 0.01 0.00 0.481
Cl 1.944067 2.183610 -1.576733 -0.11 -0.02 -0.18 -0.261
C 0.530252 1.002134 -1.912535 0.19 -0.27 0.25 -0.973
H 0.798462 0.557601 -2.870026 -0.07 0.09 -0.06 0.403
H -0.333706 1.659393 -2.005018 0.00 -0.03 -0.14 0.462

***

Number 1: maximum force 0.0311 hartree/bohr. Number 2: maximum force 0.0034 hartree/bohr. Number 3: maximum force 0.0297 hartree/bohr.